ORCA calculation (wB97M-V/def2-TZVPD) on a 3-piece molecular cluster, C15H42Cl2N6O2P3 overall at a distorted geometry.

Last columns: bonded neighbours and bond lengths (Å).
CARTESIAN COORDINATES (ANGSTROEM)
1 C 0.221 -6.573 -3.023  C2 1.529, H7 1.098, H8 1.104, H9 1.094
2 C -0.506 -5.379 -3.642  C1 1.529, Cl3 1.724, C4 1.328
3 Cl 0.326 -4.431 -4.816  C2 1.724
4 C -1.747 -5.061 -3.289  C2 1.328, P5 1.813, Cl6 1.751
5 P -2.628 -6.085 -2.079  C4 1.813, H10 1.406, H11 1.414, H12 1.407
6 Cl -2.549 -3.683 -4.011  C4 1.751
7 H -0.292 -7.517 -3.252  C1 1.098
8 H 0.237 -6.422 -1.930  C1 1.104
9 H 1.272 -6.573 -3.329  C1 1.094
10 H -1.734 -6.592 -1.120  P5 1.406
11 H -3.228 -7.133 -2.815  P5 1.414
12 H -3.651 -5.295 -1.524  P5 1.407
13 O 2.859 -1.697 -1.224  P14 1.522
14 P 2.343 -0.309 -1.577  O13 1.522, N15 1.735, N18 1.727, N21 1.727
15 N 1.909 -0.651 -3.222  P14 1.735, C16 1.454, C17 1.456
16 C 2.871 -1.243 -4.136  N15 1.454, H24 1.094, H25 1.098, H26 1.087
17 C 0.678 -1.424 -3.287  N15 1.456, H27 1.096, H28 1.098, H29 1.094
18 N 3.847 0.517 -1.381  P14 1.727, C19 1.445, C20 1.461
19 C 4.726 0.886 -2.466  N18 1.445, H30 1.099, H31 1.093, H32 1.091
20 C 4.632 0.124 -0.215  N18 1.461, H33 1.098, H34 1.091, H35 1.092
21 N 1.567 1.229 -1.703  P14 1.727, C22 1.450, C23 1.460
22 C 1.157 1.926 -2.907  N21 1.450, H36 1.092, H37 1.093, H38 1.090
23 C 1.584 2.073 -0.512  N21 1.460, H39 1.094, H40 1.091, H41 1.092
24 H 2.409 -1.392 -5.117  C16 1.094
25 H 3.252 -2.211 -3.788  C16 1.098
26 H 3.716 -0.583 -4.320  C16 1.087
27 H -0.088 -0.986 -2.636  C17 1.096
28 H 0.839 -2.462 -2.968  C17 1.098
29 H 0.271 -1.423 -4.303  C17 1.094
30 H 5.294 0.025 -2.846  C19 1.099
31 H 5.445 1.638 -2.130  C19 1.093
32 H 4.184 1.348 -3.293  C19 1.091
33 H 5.216 -0.787 -0.399  C20 1.098
34 H 3.984 -0.062 0.643  C20 1.091
35 H 5.317 0.925 0.072  C20 1.092
36 H 1.997 2.115 -3.579  C22 1.092
37 H 0.713 2.893 -2.660  C22 1.093
38 H 0.387 1.381 -3.454  C22 1.090
39 H 2.370 2.831 -0.580  C23 1.094
40 H 1.763 1.479 0.385  C23 1.091
41 H 0.624 2.572 -0.366  C23 1.092
42 O -0.197 2.681 2.397  P43 1.522
43 P -1.532 2.013 2.694  O42 1.522, N44 1.730, N47 1.730, N50 1.737
44 N -2.470 3.467 2.692  P43 1.730, C45 1.456, C46 1.463
45 C -2.080 4.605 3.513  N44 1.456, H53 1.093, H54 1.096, H55 1.087
46 C -2.703 3.941 1.328  N44 1.463, H56 1.095, H57 1.097, H58 1.092
47 N -1.117 1.432 4.270  P43 1.730, C48 1.445, C49 1.460
48 C -1.470 2.089 5.508  N47 1.445, H59 1.098, H60 1.094, H61 1.091
49 C 0.208 0.830 4.387  N47 1.460, H62 1.098, H63 1.091, H64 1.093
50 N -3.010 1.105 2.804  P43 1.737, C51 1.451, C52 1.455
51 C -4.330 1.587 3.163  N50 1.451, H65 1.092, H66 1.094, H67 1.089
52 C -2.888 -0.344 2.836  N50 1.455, H68 1.095, H69 1.092, H70 1.094
53 H -2.786 5.426 3.366  C45 1.093
54 H -1.076 4.975 3.281  C45 1.096
55 H -2.130 4.375 4.574  C45 1.087
56 H -3.036 3.118 0.687  C46 1.095
57 H -1.795 4.368 0.885  C46 1.097
58 H -3.492 4.697 1.312  C46 1.092
59 H -0.833 2.962 5.706  C48 1.098
60 H -1.359 1.397 6.347  C48 1.094
61 H -2.515 2.402 5.521  C48 1.091
62 H 0.994 1.586 4.515  C49 1.098
63 H 0.447 0.246 3.496  C49 1.091
64 H 0.243 0.143 5.236  C49 1.093
65 H -4.346 2.038 4.157  C51 1.092
66 H -5.053 0.767 3.166  C51 1.094
67 H -4.711 2.311 2.444  C51 1.089
68 H -2.966 -0.723 3.860  C52 1.095
69 H -1.927 -0.664 2.429  C52 1.092
70 H -3.661 -0.819 2.224  C52 1.094

Properties
- ΔE to the lowest compared entry with this formula, charge and spin: 0.0 kJ/mol
- Total charge: +1
- HOMO energy: -9.51 eV
- HOMO-LUMO gap: 5.514 eV